Below is a cluster of 5 separate species, C25H58BrNO8P in total, with properties calculated with wB97M-V/def2-TZVPD.

Output
Gap between HOMO and LUMO, eV: 7.5
E_tot, eV: -124068.1452
E_HOMO, eV: -5.34

```
! RIJCOSX wB97M-V def2-TZVPD def2/J DEFGRID3
* xyz -1 1
C -3.7922 -2.3625 1.8825
C -3.2693 -3.3591 0.8510
C -2.8723 -2.7848 -0.5477
C -3.0756 -1.2896 -0.7442
C -1.9531 -0.4295 -0.1494
C -0.6753 -0.5164 -1.0104
C 0.5885 -0.0975 -0.2231
C 1.5997 -1.2001 0.0395
Br 3.1044 -0.3614 1.0657
C 2.2369 -1.7444 -1.3150
O 1.4538 -1.8176 -2.2965
O 3.4478 -2.0384 -1.2924
N 1.0853 -2.3035 0.8119
O 2.0154 -3.3398 0.9103
C 1.4032 -4.6155 0.9150
C 1.5267 -5.3212 -0.4314
C 0.4901 -4.7785 -1.4149
C 0.8977 -4.8887 -2.8846
P 0.4271 -1.9423 2.3627
O 1.0971 -2.6040 3.4946
H -3.0301 -1.7190 2.3071
H -4.6049 -1.7466 1.5120
H -4.2073 -2.9319 2.7135
H -2.4017 -3.8652 1.2660
H -4.0521 -4.0960 0.7020
H -3.4199 -3.3495 -1.2961
H -1.8183 -2.9964 -0.7057
H -3.0372 -1.0982 -1.8199
H -4.0663 -0.9753 -0.4238
H -2.2798 0.6067 -0.1077
H -1.7136 -0.8215 0.8363
H -0.6026 -1.5162 -1.4124
H -0.7845 0.1942 -1.8224
H 0.2677 0.4301 0.6714
H 1.1208 0.6308 -0.8248
H 1.8203 -5.2175 1.7162
H 0.3362 -4.5273 1.1277
H 1.2845 -6.3662 -0.2250
H 2.5432 -5.2615 -0.8072
H 0.3273 -3.7223 -1.2280
H -0.4662 -5.2754 -1.2503
H 0.7080 -5.8879 -3.2729
H 1.9229 -4.5642 -3.0169
H 0.2827 -4.1865 -3.4410
H -0.9062 -2.3863 2.2772
H 0.3598 -0.5518 2.5508
C 4.5915 3.6054 1.1417
C 4.6163 4.2569 2.5120
C 5.9106 3.9611 3.2551
O 3.5004 3.7877 3.2714
H 4.6559 2.5206 1.2418
H 3.6518 3.8258 0.6334
H 5.4159 3.9481 0.5138
H 4.4958 5.3374 2.4085
H 6.0259 2.8850 3.4070
H 5.9015 4.4292 4.2408
H 6.7776 4.3272 2.7025
H 3.5941 2.8336 3.3732
C 0.4762 3.8873 3.0309
C -0.2370 3.8568 1.6894
C -0.8568 5.2069 1.3596
O -1.2515 2.8477 1.6920
H -0.2308 4.1178 3.8361
H 0.9104 2.9137 3.2513
H 1.2701 4.6280 3.0416
H 0.4702 3.5780 0.9071
H -1.6031 5.4799 2.1117
H -1.3670 5.1690 0.3958
H -0.0992 5.9914 1.3228
H -1.8857 3.0746 2.3791
C 3.5438 1.3821 -2.8229
C 5.0158 0.9859 -2.8223
C 5.3845 0.2448 -4.1012
O 5.2916 0.1781 -1.6939
H 2.9103 0.4914 -2.8731
H 3.2931 1.9075 -1.8992
H 3.3043 2.0295 -3.6713
H 5.6379 1.8804 -2.7257
H 4.8005 -0.6746 -4.1868
H 6.4382 -0.0389 -4.0859
H 5.2003 0.8592 -4.9866
H 4.7373 -0.6232 -1.7461
C -7.3846 1.9154 0.0574
C -7.0513 0.7979 -0.9193
C -7.5396 1.1199 -2.3234
O -7.6348 -0.4260 -0.4724
H -8.4674 2.0582 0.1215
H -7.0313 1.6646 1.0579
H -6.9279 2.8582 -0.2474
H -5.9729 0.6377 -0.9362
H -8.6272 1.2380 -2.3333
H -7.2959 0.3066 -3.0072
H -7.0876 2.0388 -2.6998
H -8.5891 -0.3048 -0.4508
*
```